The following is a quantum chemistry calculation of C36H60As5F30N8O4 as an isolated structure at a distorted geometry, from the Open Molecules 2025 dataset.

Each line ends with the Mulliken charge.
Element x y z (Å)
C 0.18595 -1.33579 -1.63479  0.055
C -0.63884 -0.96821 -0.42612  0.243
O -0.41214 -1.43650 0.65752  0.976
N -1.95021 -0.30678 -0.73718  0.810
H -1.79639 0.71031 -0.61693  0.247
H -2.07980 -0.54116 -1.71933  0.259
C -3.15246 -0.65212 0.14181  -0.687
H 0.63478 -2.32409 -1.55275  -0.480
H 0.92339 -0.59156 -1.92856  -0.090
H -0.53898 -1.49108 -2.43626  -0.025
H -3.23104 -1.73561 0.06502  0.164
H -3.93759 -0.23576 -0.49035  0.705
H -3.20030 -0.16252 1.10801  -0.362
C -7.40824 -0.68034 0.23011  -0.808
C -8.70819 -0.05583 0.68164  0.331
O -9.74992 -0.58051 0.39578  -0.434
N -8.50393 1.15620 1.56002  0.204
H -7.63315 1.65474 1.35953  0.168
H -9.19038 1.82420 1.21038  0.455
C -8.67496 0.80896 3.03629  -0.849
H -6.72507 0.02674 -0.24832  0.247
H -7.68014 -1.38864 -0.54956  0.440
H -6.76673 -1.08896 1.01151  0.285
H -9.72607 0.59100 3.21973  0.408
H -8.56065 1.77191 3.53433  0.385
H -8.03541 0.06548 3.50295  0.302
C -0.61354 -3.94319 -4.54287  -0.363
C -0.55395 -5.26996 -5.15718  0.021
O 0.07094 -6.21134 -4.72929  -0.478
N -1.48498 -5.56594 -6.34761  -0.065
H -2.21332 -6.21483 -6.06081  0.375
H -1.98686 -4.72899 -6.63252  0.414
C -0.60799 -6.09599 -7.49797  -0.790
H -1.52314 -3.88596 -3.94442  0.141
H -0.65812 -3.20797 -5.34922  0.595
H 0.34023 -3.86704 -4.02368  0.067
H -1.28811 -6.03763 -8.34590  0.401
H -0.49286 -7.15434 -7.27309  0.352
H 0.35008 -5.59213 -7.58169  0.307
C 2.99662 -0.41635 1.62595  -0.568
C 2.34371 0.03927 2.91323  0.180
O 1.36284 -0.40236 3.41776  -0.180
N 2.96406 1.28488 3.52449  0.089
H 3.97447 1.26596 3.42379  0.465
H 2.66283 1.98926 2.84447  0.406
C 2.48757 1.67543 4.95103  -0.732
H 3.37958 0.47590 1.12698  0.468
H 2.34710 -0.92338 0.91423  -0.469
H 3.86061 -0.98007 1.98578  0.563
H 3.36899 2.16228 5.36249  0.380
H 2.24566 0.75177 5.47185  0.289
H 1.61753 2.32541 5.00263  0.264
C 8.74146 8.66907 -0.54213  -0.916
N 7.76937 7.57802 -0.75127  0.042
C 8.25665 6.31016 -0.72874  -0.287
C 7.46303 5.26750 -1.14327  -0.676
C 6.24482 5.50715 -1.71341  0.644
C 5.74724 6.79293 -1.79337  -0.549
C 6.52099 7.81870 -1.31866  -0.334
C 5.39339 4.46045 -2.28724  0.670
C 4.14713 4.07607 -1.82531  -0.662
C 3.54556 2.96301 -2.39539  -0.333
N 4.08055 2.34191 -3.48534  0.149
C 5.28178 2.67051 -3.91013  -0.464
C 6.01073 3.71016 -3.31707  -0.692
C 3.40108 1.14777 -4.06146  -1.075
H 9.69899 8.42961 -0.99834  0.355
H 8.79975 8.69533 0.54600  0.375
H 8.33883 9.59869 -0.93715  0.343
H 9.27946 6.26354 -0.38347  0.505
H 7.81085 4.26535 -0.93382  0.515
H 4.79332 6.87370 -2.29461  0.563
H 6.20068 8.83591 -1.49395  0.409
H 3.69464 4.64080 -1.02220  0.660
H 2.61881 2.62848 -1.94698  0.500
H 5.68230 2.12649 -4.75402  0.453
H 6.98084 3.95160 -3.72531  0.538
H 3.40231 1.27093 -5.14311  0.420
H 2.35343 1.27202 -3.78840  0.316
H 3.82917 0.23024 -3.66344  0.427
C -3.68002 1.80903 5.50103  -1.070
N -2.75152 0.77526 5.14031  0.168
C -2.50314 -0.20199 6.02565  -0.617
C -1.84703 -1.35305 5.60469  -0.777
C -1.39167 -1.48843 4.28185  0.233
C -1.66503 -0.42286 3.42759  0.213
C -2.30387 0.73058 3.87385  -0.298
C -0.61167 -2.71703 3.92156  0.458
C 0.48446 -3.13216 4.76609  -0.774
C 1.31524 -4.13657 4.30941  -0.783
N 1.19498 -4.63509 3.03017  0.190
C 0.18148 -4.18798 2.21638  -1.021
C -0.76959 -3.27613 2.69890  -0.981
C 2.16293 -5.70512 2.59607  -1.189
H -3.81791 2.57636 4.73991  0.374
H -3.37584 2.26482 6.44305  0.366
H -4.67575 1.39624 5.66676  0.392
H -2.96899 -0.05810 6.98956  0.488
H -1.67600 -2.21803 6.22993  0.661
H -1.47294 -0.67417 2.39133  -0.099
H -2.48847 1.61489 3.27950  0.795
H 0.75953 -2.63428 5.68410  0.595
H 2.13740 -4.58697 4.84621  0.502
H 0.21427 -4.55787 1.20016  1.107
H -1.66513 -3.11912 2.12607  1.071
H 1.78081 -6.28601 1.75935  0.317
H 2.32178 -6.42328 3.39891  0.475
H 3.07422 -5.15713 2.36538  0.453
As -2.50339 -4.55051 -1.12333  2.046
F -4.19339 -4.45368 -0.62331  -0.515
F -2.73802 -3.00602 -1.95805  -0.442
F -0.78396 -4.52075 -1.65134  -0.506
F -2.36928 -6.13927 -0.41103  -0.495
F -2.92153 -5.35193 -2.64588  -0.529
F -1.97486 -3.79749 0.32740  -0.685
As 0.27803 2.56021 0.79009  1.913
F 1.34771 1.46248 -0.18950  -0.384
F 0.92803 3.89226 -0.23871  -0.481
F -0.67621 3.80398 1.57087  -0.438
F -0.41365 1.27413 1.71030  -0.312
F 1.64041 2.70782 1.97518  -0.697
F -0.95869 2.18818 -0.52275  -0.746
As -2.35278 0.45807 -4.58706  1.943
F -1.94033 -1.22917 -4.97012  -0.447
F -1.41755 0.99900 -6.09114  -0.541
F -2.70696 2.11184 -4.17579  -0.486
F -3.09599 -0.07913 -3.06855  -0.568
F -0.80360 0.66533 -3.71300  -0.514
F -3.87871 0.28802 -5.51294  -0.484
As -4.65068 3.09923 1.43521  1.979
F -4.61483 2.36978 -0.18779  -0.454
F -3.43463 1.89819 1.86311  -0.350
F -4.80317 3.66273 3.15442  -0.526
F -5.90729 4.24787 0.94268  -0.479
F -6.00827 1.97398 1.79617  -0.675
F -3.34133 4.23974 1.11091  -0.493
As 3.38883 -3.98088 -0.57728  2.008
F 4.50467 -3.61481 0.77618  -0.528
F 4.76655 -4.26015 -1.62048  -0.497
F 2.38330 -4.32942 -2.03841  -0.489
F 1.89871 -3.74705 0.40987  -0.417
F 3.41314 -2.26501 -1.00658  -0.468
F 3.49649 -5.67630 -0.10440  -0.471

Cartesian forces (eV/Å) of the 6 atoms listed first:
-0.85 -0.01 -0.60
0.64 -2.33 0.23
-0.52 1.29 -0.17
1.06 0.18 2.23
0.09 0.07 -0.65
-1.00 0.40 -0.47

Values from the calculation:
E_LUMO   -8.316 eV
HOMO   -15.985 eV
Energy relative to the best compared isomer or geometry (same formula, charge and spin)   0.000 eV
Max |F|   4.10 eV/Å
Total charge   +3
DFT total energy   -16321.27455 Eh
Orbital gap   7.668 eV